Record 1
{"formula": "C5H7NO", "method": "the ωB97M-V functional and the def2-TZVPD basis", "elements": ["O", "C", "C", "C", "N", "C", "C", "H", "H", "H", "H", "H", "H", "H"], "xyz": [[-1.6043, -2.2399, -0.5928], [-0.8742, -1.8060, 0.2703], [0.0056, -0.5485, 0.0497], [-0.4589, 0.4152, -1.0251], [0.3389, 1.3944, -0.1851], [1.4968, 0.5507, -0.3002], [-0.1078, 0.6142, 1.0315], [-0.9614, -2.2218, 1.3009], [-0.0486, 0.2614, -2.0286], [-1.5248, 0.6540, -1.0693], [1.9554, 0.5688, -1.3016], [2.2503, 0.7328, 0.4823], [0.6078, 0.6475, 1.8618], [-1.1030, 0.9080, 1.3742]], "forces_ev_per_angstrom": [[0.655, 0.400, 0.411], [0.335, -0.059, -0.360], [0.135, 0.084, -0.129], [-0.227, 0.259, -0.304], [0.082, 0.433, -0.039], [0.100, -0.584, 0.050], [-0.192, 0.293, 0.305], [0.332, 0.179, -0.177], [-0.206, 0.223, 0.124], [0.031, -0.097, 0.117], [-0.350, -0.554, 0.292], [-0.392, -0.583, -0.062], [-0.208, 0.139, -0.133], [-0.095, -0.133, -0.095]], "mulliken_charge": [-0.449, -0.231, 0.325, -0.313, -0.434, -0.335, -0.410, 0.321, 0.222, 0.259, 0.248, 0.258, 0.249, 0.289], "largest_force_ha_per_bohr": 0.0169, "charge": 0, "homo_lumo_gap_ev": 9.313, "lumo_ev": 0.25, "smiles": "O=CC12CN(C1)C2"}

---

Record 2
{"formula": "C3H6O2", "method": "the ωB97M-V functional and the def2-TZVPD basis", "elements": ["O", "C", "H", "H", "O", "C", "C", "H", "H", "H", "H"], "xyz": [[0.2269, 0.0537, -1.9546], [1.2296, -0.6036, -2.3630], [2.1594, -0.3337, -1.7780], [1.4445, -1.4917, -3.0620], [-0.4612, 1.5361, 1.6090], [-0.1304, 0.3566, 1.6169], [-0.9656, -0.9724, 1.1102], [0.8714, 0.0592, 2.1149], [-1.8199, -0.5487, 0.5382], [-0.1601, -1.6950, 0.8335], [-1.4230, -1.3923, 1.9333]], "forces_ev_per_angstrom": [[-1.775, -0.305, -0.587], [2.925, -0.177, 0.839], [0.112, -0.500, -0.595], [-1.292, 0.906, 0.536], [0.241, -2.521, -0.202], [-0.452, -0.406, 0.441], [2.012, 3.702, -0.335], [-0.963, 0.377, -0.713], [1.139, -0.929, -0.754], [-1.096, 0.658, -1.047], [-0.850, -0.805, 2.416]], "mulliken_charge": [-0.712, -0.558, 0.153, 0.185, -0.481, 0.177, -1.027, 0.246, 0.238, 0.307, 0.472], "s_squared": 0.75, "spin_multiplicity": 2, "largest_force_ha_per_bohr": 0.0822, "charge": -1, "homo_lumo_gap_ev": [3.351, 6.533], "lumo_ev": [3.90, 3.83]}

---

Record 3
{"formula": "C3H9NO3S", "method": "the ωB97M-V functional and the def2-TZVPD basis", "elements": ["C", "N", "C", "C", "S", "O", "O", "O", "H", "H", "H", "H", "H", "H", "H", "H", "H"], "xyz": [[-1.4001, -0.5440, -1.6282], [-0.2376, 0.1267, -0.9397], [0.0482, -0.2150, 0.3935], [-0.7974, 0.4560, 1.4675], [1.7393, 0.2178, 0.6557], [1.8597, 1.6305, 0.2570], [2.0399, -0.2238, 1.9961], [2.5634, -0.7383, -0.3848], [-1.4226, -1.5247, -1.1045], [-2.4078, 0.0033, -1.3895], [-0.9748, -0.5494, -2.6704], [-0.2196, 1.1412, -1.2263], [-0.1871, -1.3078, 0.4728], [-0.1455, 1.2975, 1.8600], [-1.0119, -0.1078, 2.3667], [-1.7830, 0.7115, 1.2066], [2.3367, -0.3736, -1.3326]], "forces_ev_per_angstrom": [[0.966, 1.074, 1.546], [-0.874, 1.507, -2.703], [-2.075, -1.162, 0.162], [2.237, 1.103, 2.035], [0.640, 0.688, 0.420], [0.190, -2.441, 0.521], [0.514, 0.432, -1.171], [-1.250, 1.892, -1.438], [-0.329, 0.236, -1.105], [1.718, -0.996, -1.006], [-1.699, -0.425, 0.717], [0.176, -1.451, 1.123], [1.127, 0.613, -0.030], [-1.526, -0.275, -0.455], [0.638, -0.804, 0.127], [-0.966, 0.926, -1.195], [0.513, -0.918, 2.454]], "mulliken_charge": [-0.791, -0.279, 0.160, -1.223, 1.047, -0.591, -0.585, -0.496, 0.284, 0.210, 0.327, 0.237, 0.346, 0.229, 0.349, 0.387, 0.390], "largest_force_ha_per_bohr": 0.0626, "charge": 0, "homo_lumo_gap_ev": 9.945, "lumo_ev": 0.50, "smiles": "CN[C@H](C)S(=O)(=O)O"}

---

Record 4
{"formula": "C2H8NO", "method": "the ωB97M-V functional and the def2-TZVPD basis", "elements": ["N", "H", "H", "H", "H", "O", "C", "C", "H", "H", "H", "H"], "xyz": [[1.4201, -0.7455, -1.7114], [1.3271, -1.7468, -1.8408], [1.6799, -0.2727, -2.5603], [2.2226, -0.6280, -1.0763], [0.5582, -0.3669, -1.2298], [-0.6031, 0.2971, -0.4743], [-1.0534, 0.1367, 0.6487], [-0.2754, 0.4860, 1.8631], [-2.1015, -0.1674, 0.7628], [-0.7746, 1.3819, 2.2415], [-0.2163, -0.1939, 2.7103], [0.7435, 0.7529, 1.5846]], "forces_ev_per_angstrom": [[1.018, -0.473, 1.115], [-0.110, -0.225, -0.432], [-0.287, 0.201, -0.675], [-0.333, 0.064, -0.074], [0.053, 0.481, -0.183], [-0.323, -0.400, 0.096], [0.087, 0.121, 0.262], [0.452, 0.412, 0.021], [-0.044, -0.054, 0.017], [0.026, 0.153, 0.136], [-0.495, -0.394, -0.244], [-0.044, 0.114, -0.039]], "mulliken_charge": [-0.460, 0.385, 0.378, 0.387, 0.298, -0.592, 0.211, -0.869, 0.367, 0.273, 0.350, 0.272], "largest_force_ha_per_bohr": 0.0308, "charge": 1, "homo_lumo_gap_ev": 11.188, "lumo_ev": -3.71}

---

Record 5
{"formula": "C4H8O2S", "method": "the ωB97M-V functional and the def2-TZVPD basis", "elements": ["C", "C", "C", "C", "O", "O", "S", "H", "H", "H", "H", "H", "H", "H", "H"], "xyz": [[0.7036, 1.8175, 2.0664], [-1.1512, -1.5126, -0.5477], [0.2001, -0.2526, -2.1896], [0.0335, -0.9774, -0.8684], [-1.4135, 0.9843, 3.0662], [1.1845, -0.9207, -0.1607], [-0.3088, 1.8894, 3.3856], [0.3901, 1.3214, 1.1305], [-1.2442, -1.8500, 0.4593], [-1.8623, -1.5591, -1.2264], [1.6798, 2.1573, 2.1071], [-0.6285, 0.1618, -2.7807], [0.8417, 0.6567, -2.2078], [0.7595, -0.7137, -2.9272], [0.8156, -1.2022, 0.6933]], "forces_ev_per_angstrom": [[-2.382, -0.406, 1.155], [4.746, 0.668, 3.197], [0.139, 2.288, -0.355], [-1.097, 1.296, -3.232], [-1.152, 0.086, 0.690], [-1.186, -0.318, 1.323], [1.907, -0.903, -2.940], [-0.049, 0.106, 0.823], [-0.548, -0.658, 0.490], [-3.407, -0.041, -2.768], [1.691, 1.097, 0.235], [-0.671, -0.734, 0.907], [-0.245, -0.215, 1.332], [1.107, -2.152, -1.309], [1.147, -0.114, 0.452]], "mulliken_charge": [-0.418, -1.036, -1.319, 0.813, -0.484, -0.457, 0.379, 0.186, 0.187, 0.412, 0.334, 0.358, 0.326, 0.404, 0.315], "largest_force_ha_per_bohr": 0.1120, "charge": 0, "homo_lumo_gap_ev": 8.464, "lumo_ev": -0.53}

---

Record 6
{"formula": "C9H21F5OP2Pb", "method": "the ωB97M-V functional and the def2-TZVPD basis", "elements": ["Pb", "H", "H", "P", "P", "C", "H", "H", "H", "C", "H", "H", "H", "C", "H", "H", "H", "C", "H", "H", "H", "C", "H", "H", "H", "C", "H", "H", "H", "C", "O", "H", "F", "C", "F", "C", "F", "F", "F"], "xyz": [[1.6304, 0.0044, -1.9767], [-2.3263, -0.1090, 0.9742], [-1.6247, 0.0475, 1.2426], [0.0765, -2.4428, -0.9555], [0.0554, 2.4536, -1.0165], [1.2968, 3.5187, -0.1923], [1.0654, 4.5637, -0.4824], [1.1609, 3.4233, 0.9013], [2.3234, 3.2441, -0.4882], [0.0250, 3.2764, -2.6778], [-0.8555, 2.8965, -3.2152], [-0.0391, 4.3769, -2.6033], [0.9287, 2.9988, -3.2391], [-1.3647, 3.3229, -0.2328], [-1.3230, 3.2319, 0.8672], [-1.2896, 4.4026, -0.4739], [-2.3399, 2.9473, -0.5841], [0.1941, -3.4476, -2.4915], [0.0827, -4.5245, -2.2636], [-0.6152, -3.1433, -3.1661], [1.1595, -3.2939, -2.9881], [1.2188, -3.4904, 0.0421], [1.0272, -3.3283, 1.1149], [0.9877, -4.5481, -0.1970], [2.2722, -3.2921, -0.1973], [-1.4097, -3.2752, -0.2570], [-2.3285, -2.9029, -0.7262], [-1.3366, -4.3618, -0.4495], [-1.4834, -3.1383, 0.8316], [2.1823, -0.2804, 0.4848], [2.6421, -0.3577, 1.5427], [-0.0736, -0.5819, -1.4539], [-1.2636, 1.8677, 3.1966], [-0.3905, 0.9125, 2.7812], [0.7941, 1.5308, 2.7284], [-0.3069, -0.3226, 3.6818], [0.2564, -0.0158, 4.8795], [-1.5176, -0.8780, 3.9095], [0.5092, -1.2850, 3.1498]], "forces_ev_per_angstrom": [[-1.338, 0.400, -0.055], [-0.217, -0.201, -0.329], [-0.112, 0.127, 0.054], [0.342, -3.669, 1.621], [0.486, 1.497, 0.328], [0.194, 0.333, 0.127], [0.379, -0.434, 0.214], [0.276, -0.093, -0.489], [-0.329, 0.268, 0.234], [-0.173, -0.225, -0.007], [0.264, 0.166, -0.047], [0.033, -0.490, 0.027], [-0.222, 0.151, 0.020], [-0.734, -0.106, 0.201], [0.011, -0.276, -0.482], [0.043, -0.541, -0.047], [0.388, 0.106, 0.181], [-0.191, 0.134, -0.397], [0.026, 0.545, -0.057], [0.220, -0.128, -0.091], [-0.177, -0.024, -0.013], [0.247, -0.568, 0.205], [0.237, 0.060, -0.349], [0.257, 0.396, 0.263], [-0.220, -0.068, 0.172], [-0.732, 0.048, -0.011], [0.127, -0.057, 0.200], [0.057, 0.444, -0.013], [0.074, 0.241, -0.387], [1.276, 0.051, 4.586], [-1.521, 0.180, -4.111], [0.500, 1.663, -1.281], [-0.840, 0.348, 1.195], [-1.353, -3.108, -2.905], [2.536, 1.005, 0.706], [0.069, 2.045, -0.053], [0.014, -0.609, 0.824], [0.592, 0.126, -0.084], [-0.488, 0.266, 0.048]], "mulliken_charge": [0.430, 0.214, -0.348, 0.792, 0.581, -1.185, 0.417, 0.327, 0.325, -1.220, 0.357, 0.369, 0.358, -1.211, 0.304, 0.382, 0.343, -1.288, 0.386, 0.361, 0.360, -1.352, 0.329, 0.450, 0.341, -1.272, 0.366, 0.403, 0.338, 0.236, -0.174, 0.068, -0.342, -0.083, -0.298, 0.779, -0.320, -0.269, -0.252], "largest_force_ha_per_bohr": 0.0926, "charge": 0, "homo_lumo_gap_ev": [3.475, 3.476], "lumo_ev": [-1.69, -1.69]}

---

Record 7
{"formula": "C5H9NO", "method": "the ωB97M-V functional and the def2-TZVPD basis", "elements": ["C", "C", "C", "C", "N", "C", "O", "H", "H", "H", "H", "H", "H", "H", "H", "H"], "xyz": [[-0.9075, 0.5730, 1.2581], [0.0239, 0.0215, 0.1951], [1.4725, -0.1379, 0.6502], [-0.4938, -1.1275, -0.7128], [-0.1557, -0.2657, -1.8715], [-0.0089, 0.8507, -1.0877], [0.0186, 2.0331, -1.3238], [-0.7710, 1.6585, 1.3039], [-0.7076, 0.1491, 2.2463], [-1.9533, 0.3784, 0.9985], [1.5641, -0.8022, 1.5151], [1.8743, 0.8425, 0.9257], [2.0954, -0.5340, -0.1599], [0.0234, -2.0892, -0.6256], [-1.5725, -1.2908, -0.6077], [-0.4799, -0.2517, -2.8311]], "forces_ev_per_angstrom": [[-0.048, 0.033, 0.077], [-0.009, 0.129, 0.120], [0.064, 0.003, 0.047], [-0.051, -0.199, 0.042], [-0.092, 0.111, -0.122], [0.044, 0.409, -0.122], [0.095, -0.390, -0.070], [-0.012, -0.130, 0.120], [-0.035, 0.009, -0.103], [0.120, 0.076, 0.070], [-0.092, 0.051, -0.080], [-0.041, -0.121, 0.027], [-0.120, 0.043, 0.114], [0.084, 0.236, -0.302], [0.160, 0.030, -0.009], [-0.066, -0.289, 0.190]], "mulliken_charge": [-1.528, 1.700, -1.658, -0.744, -0.233, 0.091, -0.626, 0.306, 0.364, 0.381, 0.392, 0.342, 0.409, 0.295, 0.272, 0.238], "largest_force_ha_per_bohr": 0.0083, "charge": 0, "homo_lumo_gap_ev": 10.489, "lumo_ev": 0.87, "smiles": "CC1(C)CNC1=O"}

---

Record 8
{"formula": "C9H20ClGdOP", "method": "the ωB97M-V functional and the def2-TZVPD basis", "elements": ["C", "C", "Cl", "C", "P", "O", "C", "C", "C", "C", "C", "C", "H", "H", "H", "H", "H", "H", "H", "H", "H", "H", "H", "H", "H", "H", "H", "H", "H", "H", "H", "H", "Gd"], "xyz": [[4.3624, 0.9189, 0.3782], [3.7994, 0.0325, -0.7273], [3.5994, 1.1119, -2.1212], [2.4977, -0.7417, -0.3882], [1.8109, -0.3671, 1.3039], [0.2024, -0.1584, 1.1312], [-0.5815, -1.1399, 0.4650], [-2.0828, -0.7214, 0.3542], [-2.8235, -1.6029, -0.6296], [-2.2694, 0.7398, 0.1669], [-3.6822, 1.1523, 1.0837], [-2.6344, 1.2685, -1.2180], [4.7651, 0.3528, 1.2409], [5.2185, 1.4545, -0.0901], [3.6794, 1.6885, 0.7199], [4.5348, -0.7119, -1.0255], [1.7536, -0.4739, -1.1288], [2.6977, -1.8025, -0.4770], [1.8438, -1.6693, 1.8361], [-0.5587, -2.0617, 1.0398], [-0.2273, -1.3522, -0.5417], [-2.4805, -0.9811, 1.3500], [-3.8387, -1.2589, -0.7989], [-2.8694, -2.6293, -0.2883], [-2.3358, -1.5983, -1.6027], [-1.4716, 1.3214, 0.6050], [-3.2243, 1.3120, 2.0556], [-4.3796, 0.3288, 1.0882], [-4.0781, 2.0663, 0.6730], [-2.3625, 0.5283, -1.9666], [-3.6743, 1.5490, -1.3550], [-2.0691, 2.1846, -1.3652], [6.8787, 1.2603, 0.2324]], "forces_ev_per_angstrom": [[-0.156, -0.192, -0.025], [-0.325, -0.339, -0.056], [0.099, 0.193, -0.251], [0.125, 0.085, 0.346], [0.103, 0.392, 0.623], [-0.016, 0.070, -0.577], [-0.400, -0.121, 0.279], [-0.097, -0.078, 0.409], [0.021, 0.012, -0.179], [0.734, -0.354, -0.929], [-0.527, 0.506, 0.563], [0.083, 0.495, 0.519], [-0.109, -0.017, 0.218], [-4.479, 0.619, -0.803], [-0.072, 0.143, 0.141], [0.202, -0.055, -0.061], [-0.127, -0.005, -0.181], [-0.002, -0.178, -0.184], [-0.026, -0.224, -0.138], [0.098, -0.236, 0.003], [0.177, 0.177, -0.194], [0.089, 0.101, 0.160], [-0.215, 0.007, 0.067], [-0.006, -0.171, 0.091], [0.108, -0.007, -0.151], [-0.035, 0.091, 0.408], [0.307, -0.093, 0.064], [-0.064, -0.198, -0.332], [-0.058, 0.114, -0.145], [-0.168, -0.338, -0.077], [-0.248, -0.221, -0.339], [-0.002, 0.211, 0.021], [4.980, -0.389, 0.710]], "mulliken_charge": [-1.748, 0.304, -0.091, -1.046, -0.132, -0.177, -0.958, 0.385, -1.695, 0.585, -1.281, -1.358, 0.503, -0.092, 0.432, 0.366, 0.387, 0.480, 0.097, 0.445, 0.434, 0.302, 0.403, 0.438, 0.454, 0.581, 0.407, 0.394, 0.507, 0.360, 0.454, 0.376, 2.485], "s_squared": 16.78, "spin_multiplicity": 8, "largest_force_ha_per_bohr": 0.0981, "charge": 3, "homo_lumo_gap_ev": [5.359, 4.999], "lumo_ev": [-12.59, -12.95]}

---

Copy entry 5 word for word.
{"formula": "C4H8O2S", "method": "the ωB97M-V functional and the def2-TZVPD basis", "elements": ["C", "C", "C", "C", "O", "O", "S", "H", "H", "H", "H", "H", "H", "H", "H"], "xyz": [[0.7036, 1.8175, 2.0664], [-1.1512, -1.5126, -0.5477], [0.2001, -0.2526, -2.1896], [0.0335, -0.9774, -0.8684], [-1.4135, 0.9843, 3.0662], [1.1845, -0.9207, -0.1607], [-0.3088, 1.8894, 3.3856], [0.3901, 1.3214, 1.1305], [-1.2442, -1.8500, 0.4593], [-1.8623, -1.5591, -1.2264], [1.6798, 2.1573, 2.1071], [-0.6285, 0.1618, -2.7807], [0.8417, 0.6567, -2.2078], [0.7595, -0.7137, -2.9272], [0.8156, -1.2022, 0.6933]], "forces_ev_per_angstrom": [[-2.382, -0.406, 1.155], [4.746, 0.668, 3.197], [0.139, 2.288, -0.355], [-1.097, 1.296, -3.232], [-1.152, 0.086, 0.690], [-1.186, -0.318, 1.323], [1.907, -0.903, -2.940], [-0.049, 0.106, 0.823], [-0.548, -0.658, 0.490], [-3.407, -0.041, -2.768], [1.691, 1.097, 0.235], [-0.671, -0.734, 0.907], [-0.245, -0.215, 1.332], [1.107, -2.152, -1.309], [1.147, -0.114, 0.452]], "mulliken_charge": [-0.418, -1.036, -1.319, 0.813, -0.484, -0.457, 0.379, 0.186, 0.187, 0.412, 0.334, 0.358, 0.326, 0.404, 0.315], "largest_force_ha_per_bohr": 0.1120, "charge": 0, "homo_lumo_gap_ev": 8.464, "lumo_ev": -0.53}